78
Properties=species:S:1:pos:R:3:forces:R:3:mulliken_charge:R:1 method="wB97M-V/def2-TZVPD" max_force_ev_per_a=2.7 e_above_lowest_kcal_mol=41.6 homo_lumo_gap_ha="0.23646 / 0.23644" lumo_ha="-0.2610 / -0.2610" charge=+2 e_homo_ev="-13.537 / -13.537"
Ir -0.136 0.138 0.292 0.348 2.525 -0.968 3.25
C -2.442 -6.420 0.643 -0.006 0.030 -0.012 -2.08
C -1.017 -6.041 0.244 0.019 0.001 -0.039 1.89
C -0.718 -6.603 -1.156 -0.006 0.019 0.001 -1.57
C -0.037 -6.643 1.266 -0.009 0.019 0.003 -1.55
C -0.813 -4.536 0.215 -0.029 -0.015 0.003 0.23
C 0.440 -3.995 -0.092 -0.033 -0.019 0.014 -0.67
C 0.636 -2.636 -0.086 -0.062 -0.114 0.006 -0.79
N -0.362 -1.786 0.206 0.331 -0.949 0.049 -0.58
C -1.591 -2.271 0.479 0.035 -0.116 0.120 -0.68
C -1.836 -3.628 0.481 0.031 -0.148 0.012 0.45
C -2.592 -1.225 0.698 0.016 -0.103 -0.139 -0.63
C -3.868 -1.402 1.170 -0.239 0.055 -0.085 0.59
C -4.737 -0.309 1.279 0.014 0.021 0.028 0.38
C -4.255 0.924 0.837 -0.050 -0.144 -0.095 -0.23
C -2.952 1.050 0.404 -0.075 -0.020 -0.304 -1.14
N -2.129 -0.004 0.357 -0.087 0.145 1.348 -1.00
C -6.145 -0.495 1.818 -0.026 -0.018 -0.057 1.87
C -6.808 0.846 2.138 0.020 0.002 -0.029 -1.98
C -6.112 -1.352 3.092 0.036 0.021 0.009 -1.61
C -6.961 -1.217 0.729 0.016 0.007 0.013 -1.58
H -2.526 -7.506 0.677 -0.007 0.005 -0.003 0.42
H -3.178 -6.061 -0.081 0.005 -0.007 0.011 0.43
H -2.703 -6.042 1.634 0.001 -0.016 -0.007 0.45
H -0.879 -7.681 -1.153 0.013 0.005 -0.003 0.45
H 0.314 -6.422 -1.458 -0.010 -0.007 0.005 0.36
H -1.378 -6.164 -1.906 0.001 -0.013 0.006 0.38
H -0.177 -7.723 1.305 0.012 0.006 -0.001 0.46
H -0.215 -6.243 2.266 -0.003 -0.013 -0.005 0.37
H 1.003 -6.453 0.999 -0.010 -0.012 -0.001 0.36
H 1.273 -4.632 -0.351 0.002 -0.002 0.038 0.52
H 1.592 -2.192 -0.327 -0.009 0.032 0.024 0.49
H -2.838 -3.979 0.678 0.012 0.019 0.031 0.51
H -4.195 -2.389 1.465 0.020 0.000 -0.030 0.41
H -4.880 1.805 0.839 0.016 0.002 0.028 0.53
H -2.547 2.000 0.076 0.060 0.003 0.149 0.55
H -6.203 1.446 2.822 -0.021 -0.012 0.012 0.43
H -7.768 0.664 2.620 -0.002 0.006 -0.015 0.43
H -7.007 1.431 1.238 0.012 0.001 0.015 0.41
H -5.480 -0.899 3.859 -0.019 0.002 0.000 0.36
H -5.757 -2.366 2.906 -0.009 0.010 0.001 0.37
H -7.122 -1.435 3.492 0.007 -0.008 -0.002 0.47
H -6.967 -0.649 -0.203 -0.012 0.000 0.012 0.39
H -7.993 -1.327 1.065 0.010 -0.018 0.000 0.45
H -6.563 -2.212 0.523 -0.008 0.010 0.003 0.36
C 5.970 -1.424 1.429 0.021 0.015 0.029 -0.94
O 4.848 -0.923 2.163 -0.077 0.089 -0.083 -0.50
C 4.420 0.336 1.885 0.172 -0.261 -0.048 0.96
C 4.933 1.156 0.894 -0.011 0.099 -0.072 -0.49
C 4.416 2.438 0.734 0.032 -0.055 0.027 -0.81
C 3.410 2.910 1.564 -0.041 -0.033 -0.002 -0.97
C 2.898 2.091 2.559 -0.109 0.136 0.048 0.00
C 3.392 0.808 2.704 -0.215 -0.237 0.151 -0.13
N 3.022 -0.072 3.768 0.087 0.175 -0.158 0.14
C 1.999 -0.118 4.568 -0.126 -0.034 0.008 -0.52
C 0.700 0.483 4.474 0.227 -0.027 0.165 1.00
C 0.053 0.754 5.699 0.170 0.041 0.012 -0.78
C -1.172 1.366 5.736 -0.072 0.064 -0.040 -0.93
C -1.791 1.693 4.527 -0.005 -0.035 0.033 -0.79
C -1.219 1.359 3.316 -0.051 0.077 -0.094 -0.31
C 0.021 0.726 3.259 0.176 -0.225 -0.080 0.66
O 0.595 0.314 2.130 -0.809 -0.466 0.643 -1.87
H 6.128 -2.438 1.780 0.003 -0.004 0.017 0.26
H 6.858 -0.824 1.627 0.001 0.020 -0.004 0.40
H 5.757 -1.434 0.360 -0.012 -0.017 -0.004 0.37
H 5.738 0.816 0.260 -0.009 0.014 -0.002 0.47
H 4.827 3.079 -0.034 -0.004 -0.010 0.003 0.43
H 3.036 3.918 1.456 0.003 -0.009 0.003 0.47
H 2.145 2.468 3.238 -0.029 -0.024 -0.027 0.52
H 3.765 -0.736 3.967 0.088 0.104 0.089 0.32
H 2.186 -0.710 5.459 -0.066 -0.078 -0.040 0.49
H 0.570 0.516 6.621 -0.028 -0.017 -0.008 0.46
H -1.643 1.604 6.679 0.007 0.000 -0.003 0.43
H -2.741 2.212 4.538 -0.006 -0.029 -0.018 0.49
H -1.709 1.616 2.390 -0.028 0.024 0.043 0.40
S 1.082 1.210 -1.374 0.141 -0.013 -0.467 -0.31
C 0.348 2.327 -0.319 0.445 -0.139 -0.520 0.51
N -0.212 2.957 0.483 -0.181 -0.333 0.251 -0.39

---

72
Properties=species:S:1:pos:R:3:forces:R:3:mulliken_charge:R:1 method="wB97M-V/def2-TZVPD" max_force_ev_per_a=3.3 homo_lumo_gap_ha=0.13190 lumo_ha=0.0376 charge=-1 e_homo_ev=-2.567
C -3.275 -0.789 8.308 -0.459 0.396 -0.527 -0.81
O -4.179 -0.065 7.442 0.365 -0.317 0.467 -0.45
C -3.769 0.248 6.185 0.367 0.185 -1.007 1.02
C -4.688 0.959 5.364 0.505 -0.584 1.004 -0.65
C -4.345 1.300 4.077 0.891 -0.145 -0.649 -0.62
C -3.081 0.949 3.518 -0.215 -0.410 1.937 0.67
C -2.753 1.282 2.167 1.973 -0.169 -1.981 -0.82
C -1.546 0.940 1.566 -1.982 -0.052 2.065 0.58
C -1.183 1.130 0.227 2.718 0.750 -1.662 -0.83
C 0.143 0.880 -0.246 -2.205 0.312 0.948 0.08
C 0.529 1.270 -1.563 0.561 0.120 -0.982 -0.03
C 1.766 1.007 -2.086 -0.734 0.413 -0.034 -0.29
C 2.160 1.419 -3.519 0.038 0.004 0.116 2.34
C 3.395 2.333 -3.506 0.094 0.002 0.239 -1.85
C 1.025 2.167 -4.215 -0.152 -0.046 0.007 -2.11
C 2.500 0.178 -4.351 -0.044 -0.331 0.114 -1.54
C 2.751 0.287 -1.260 1.278 -0.413 -0.754 1.73
O 3.882 -0.010 -1.718 -1.212 0.378 0.597 -0.83
C 2.386 -0.085 0.113 -0.723 0.013 0.825 -0.79
C 3.416 -0.839 0.990 -0.166 0.154 -0.181 2.17
C 3.788 -2.176 0.338 -0.081 -0.068 -0.223 -1.75
C 2.870 -1.139 2.385 -0.076 -0.011 0.057 -2.12
C 4.701 -0.021 1.165 0.051 0.179 -0.122 -1.76
C 1.130 0.230 0.562 1.102 -0.518 0.243 -0.49
C -2.173 0.249 4.365 -0.576 0.404 -0.445 -0.71
C -2.499 -0.099 5.664 -0.825 0.158 0.566 -0.38
H -3.836 -0.907 9.235 0.155 -0.042 -0.066 0.24
H -3.023 -1.774 7.892 -0.083 0.223 0.045 0.33
H -2.355 -0.218 8.495 -0.211 -0.083 -0.072 0.33
H -5.658 1.215 5.787 0.208 -0.037 -0.109 0.39
H -5.051 1.852 3.455 0.132 -0.159 0.143 0.34
H -3.491 1.839 1.586 0.079 -0.276 0.037 0.39
H -0.809 0.465 2.213 -0.264 0.048 -0.268 -0.46
H -1.879 1.637 -0.442 0.191 -0.262 0.051 0.44
H -0.213 1.819 -2.149 0.184 -0.364 0.131 0.31
H 4.248 1.804 -3.072 -0.102 0.169 -0.089 0.35
H 3.642 2.630 -4.532 -0.046 -0.013 0.133 0.46
H 3.196 3.234 -2.916 0.064 0.000 -0.071 0.35
H 0.131 1.538 -4.302 0.082 0.151 0.013 0.35
H 0.777 3.085 -3.669 -0.079 -0.060 -0.105 0.39
H 1.338 2.451 -5.227 -0.012 -0.060 0.164 0.44
H 1.646 -0.508 -4.375 0.094 0.045 -0.078 0.14
H 2.747 0.479 -5.377 -0.055 -0.041 0.115 0.48
H 3.357 -0.337 -3.909 -0.164 0.036 -0.193 0.34
H 4.261 -2.001 -0.631 -0.103 -0.122 0.156 0.36
H 4.486 -2.717 0.989 -0.081 0.030 -0.077 0.46
H 2.891 -2.789 0.195 0.127 0.001 -0.014 0.34
H 2.642 -0.216 2.930 -0.061 -0.109 -0.010 0.40
H 1.975 -1.768 2.335 0.050 0.096 0.070 0.40
H 3.629 -1.685 2.959 -0.104 0.091 -0.106 0.45
H 4.480 0.942 1.637 0.072 -0.046 -0.026 0.35
H 5.396 -0.574 1.808 -0.059 0.093 -0.062 0.45
H 5.174 0.154 0.196 -0.048 0.025 0.186 0.36
H 0.873 -0.027 1.588 0.075 -0.019 -0.361 0.17
H -1.187 -0.032 4.003 -0.271 0.048 0.058 0.41
H -1.785 -0.643 6.286 -0.217 0.215 -0.302 0.36
C -3.396 0.000 -3.913 -0.065 0.033 0.264 -1.29
C -3.722 0.182 -2.541 1.123 -0.423 -0.597 -0.58
C -2.773 -0.530 -1.753 -0.368 -0.474 -0.355 -1.11
C -1.906 -1.252 -2.636 -0.604 0.744 -0.312 0.49
C -2.276 -0.882 -4.004 -0.416 0.177 0.875 0.48
C -1.584 -1.430 -5.091 0.399 -0.290 0.165 -0.35
C -0.557 -2.348 -4.850 -0.419 0.342 -0.344 -0.52
C -0.227 -2.736 -3.536 -0.097 0.067 0.605 -0.48
C -0.894 -2.198 -2.431 0.275 -0.063 -0.412 -0.34
H -3.900 0.418 -4.783 -0.017 -0.001 0.300 0.39
H -4.555 0.773 -2.162 0.199 -0.074 -0.060 0.41
H -2.771 -0.647 -0.673 -0.177 -0.022 -0.148 0.70
H -1.873 -1.136 -6.104 0.194 -0.179 0.174 0.33
H -0.017 -2.783 -5.693 -0.086 0.074 0.194 0.33
H 0.560 -3.475 -3.382 -0.129 0.143 -0.025 0.32
H -0.663 -2.506 -1.409 0.142 -0.033 -0.238 0.34

---

88
Properties=species:S:1:pos:R:3:forces:R:3:lowdin_spin:R:1 method="wB97M-V/def2-TZVPD" max_force_ev_per_a=3.8 multiplicity=2 e_above_lowest_kcal_mol=112.9 homo_lumo_gap_ha="0.15801 / 0.15810" lumo_ha="0.0644 / 0.0644" charge=-1 e_homo_ev="-2.548 / -2.550" s2=0.7508
Ce 0.081 -1.007 1.033 0.021 0.774 -0.267 1.01
S 1.805 -0.278 3.065 0.197 0.087 0.224 0.00
C 3.451 -0.469 2.533 1.550 -0.300 0.215 0.00
C 4.474 0.402 3.018 -0.235 -0.902 0.102 0.00
C 5.825 0.109 2.854 -0.743 -0.634 0.078 0.00
C 6.193 -1.120 2.300 2.407 0.387 -0.917 0.00
C 5.275 -1.932 1.684 -0.799 -0.607 -0.120 0.00
C 3.916 -1.597 1.802 -0.190 0.426 -0.011 0.00
S 2.686 -2.652 1.085 -0.081 -0.135 -0.309 0.00
C 3.279 -2.673 -0.638 0.310 2.063 -0.128 0.00
C 2.210 -2.487 -1.673 -1.666 0.476 -1.237 0.00
C 2.542 -2.387 -3.074 -0.553 -1.032 0.631 0.00
C 1.623 -2.643 -4.084 0.283 -0.108 -0.115 0.00
C 0.312 -2.886 -3.663 -0.945 1.018 -0.085 0.00
C -0.017 -2.726 -2.316 0.317 0.184 1.806 0.00
C -1.488 -2.878 -1.876 1.225 0.374 -0.236 0.00
S -2.070 -1.310 -1.190 0.667 0.624 -0.402 0.00
C -3.303 -1.680 -0.002 0.200 -0.132 0.853 0.00
C -4.492 -0.992 -0.158 -0.945 -0.156 0.688 0.00
C -5.487 -1.069 0.830 0.552 0.070 -0.267 0.00
C -5.286 -1.823 1.989 0.003 -0.005 -0.175 0.00
C -4.080 -2.499 2.121 -0.572 0.632 -0.351 0.00
C -3.044 -2.413 1.190 -0.194 -0.356 -0.502 0.00
S -1.568 -3.327 1.496 0.267 0.079 -0.358 0.00
N 0.912 -2.479 -1.284 -0.181 -1.131 -2.510 0.00
H 4.171 1.179 3.704 -0.066 0.455 -0.352 0.00
H 6.587 0.795 3.190 0.046 0.030 0.266 0.00
H 7.288 -1.388 2.193 -1.372 0.425 0.236 0.00
H 5.598 -2.842 1.116 -0.417 0.885 0.730 0.00
H 3.771 -3.592 -0.839 0.444 -0.959 -0.184 0.00
H 4.039 -1.856 -0.766 -0.669 -0.660 0.255 0.00
H 3.545 -2.237 -3.372 1.072 0.119 0.072 0.00
H 1.922 -2.716 -5.189 -0.446 0.357 1.889 0.00
H -0.531 -2.910 -4.386 0.754 -0.498 0.559 0.00
H -1.615 -3.604 -1.068 0.164 -0.218 -0.311 0.00
H -2.008 -3.094 -2.793 -0.669 -0.370 -0.055 0.00
H -4.672 -0.373 -1.034 0.142 -0.175 0.123 0.00
H -6.366 -0.493 0.632 -0.558 0.149 0.248 0.00
H -6.015 -1.919 2.828 0.459 0.273 -0.999 0.00
H -3.965 -3.081 2.994 0.523 -0.558 0.780 0.00
C -0.449 -0.732 7.335 0.354 -0.448 -1.496 0.00
N -1.433 0.035 6.562 -0.038 1.096 -0.829 0.00
C -1.843 1.344 6.978 -0.738 -1.544 0.147 0.00
C -2.459 1.860 5.878 0.262 3.108 0.810 0.00
N -2.189 1.159 4.748 -0.086 -1.829 0.177 0.00
B -2.365 1.766 3.247 -1.074 -1.385 0.647 0.00
N -1.085 2.540 2.859 1.602 -0.355 -0.974 0.00
C -0.159 3.186 3.677 -1.636 -0.099 1.271 0.00
C 0.921 3.573 2.991 0.510 -1.404 -0.372 0.00
N 0.794 2.965 1.734 -1.134 2.256 0.169 0.00
C 1.645 3.338 0.617 0.078 1.902 0.560 0.00
C -0.477 2.420 1.633 2.088 0.582 1.798 0.00
S -0.992 1.639 0.248 -0.704 -0.842 -1.117 0.00
C -1.652 -0.066 5.151 0.214 3.304 1.797 0.00
S -1.236 -1.272 4.151 0.605 -1.898 -0.947 0.00
H 0.174 -0.052 7.922 -0.376 -0.056 0.135 0.00
H 0.225 -1.156 6.563 -0.257 -0.135 0.513 0.00
H -0.860 -1.563 7.938 -0.008 0.591 -0.264 0.00
H -1.768 1.626 8.061 -0.328 -0.239 -1.488 0.00
H -2.979 2.856 5.784 0.731 -1.316 0.173 0.00
H -3.364 2.411 3.315 -0.125 0.820 0.189 0.00
H -2.693 0.866 2.468 0.779 0.353 0.385 0.00
H -0.370 3.234 4.742 0.070 0.273 -0.278 0.00
H 1.860 4.010 3.343 -0.603 -0.152 -0.371 0.00
H 2.557 3.882 0.964 -0.584 -0.447 0.403 0.00
H 1.172 4.070 -0.086 -0.195 -0.686 0.453 0.00
H 2.032 2.310 0.017 -0.459 0.954 -0.210 0.00
S -3.838 3.367 -5.524 -0.067 0.857 0.298 0.00
C -2.810 2.317 -6.293 -0.131 -0.677 1.279 0.00
N -3.368 1.406 -7.100 0.662 -0.765 -0.657 0.00
C -2.607 0.426 -7.836 0.774 1.473 -1.753 0.00
C -1.116 0.840 -7.866 -0.464 -0.567 0.192 0.00
C -0.551 1.236 -6.516 -0.600 -0.415 0.444 0.00
N -1.495 2.205 -5.968 -0.399 -0.328 -0.932 0.00
H -4.370 1.405 -7.115 -0.129 0.159 -0.104 0.00
H -2.926 0.491 -8.930 0.111 -0.661 1.390 0.00
H -2.641 -0.579 -7.439 -0.509 -0.317 0.111 0.00
H -0.911 1.645 -8.570 -0.263 0.026 -0.076 0.00
H -0.635 -0.054 -8.208 0.733 -0.384 -0.419 0.00
H 0.395 1.744 -6.713 0.094 -0.150 0.390 0.00
H -0.384 0.351 -5.812 -0.247 1.096 -0.862 0.00
H -1.242 2.792 -5.218 0.420 0.654 0.745 0.00
C 3.665 1.424 -1.565 -0.382 -1.767 -1.008 0.00
C 2.445 1.274 -0.693 0.044 -0.979 -0.714 0.00
O 1.938 0.177 -0.436 0.268 -1.553 -0.295 0.00
H 3.994 2.444 -1.524 0.155 0.504 -0.438 0.00
H 3.517 0.994 -2.603 -0.072 0.820 0.784 0.00
H 4.436 0.791 -1.163 0.752 -0.376 0.484 0.00